Density functional theory data (ωB97M-V with the def2-TZVPD basis set) for a structure of composition C6H13N2 in a non-equilibrium geometry.

The geometry in ORCA input format:
```
! RIJCOSX wB97M-V def2-TZVPD def2/J DEFGRID3
* xyz 1 1
C -1.94981 0.86891 -0.18736
C -0.48861 1.23342 -0.75434
C -1.72182 -0.13980 0.85191
C -0.10212 -1.83206 -0.13802
C 0.34565 0.11298 -0.21409
C 3.11209 0.73610 0.35938
N 0.52378 -0.96985 -1.15395
N -0.31231 -0.67893 0.74063
H -2.46416 1.83152 0.09773
H -2.57296 0.49612 -1.11378
H -0.45126 1.42998 -1.84277
H -0.30531 2.17537 -0.25642
H -1.98351 0.21883 1.79306
H -2.49625 -1.09619 0.82291
H -1.07373 -2.43067 -0.36529
H 0.60666 -2.59581 0.30078
H 3.38760 -0.16432 0.83381
H 3.00540 1.63510 0.92787
H 3.41853 0.74891 -0.64529
H 1.39015 -1.03230 -1.64686
H 0.13202 -0.54728 1.59008
*
```

DFT total energy = -345.46148 Ha
Relative energy (zero: lowest compared OMol25 entry of this formula, charge and spin) = 6.382 eV
Frontier orbital gap (spin up / spin down) = 8.1672 / 9.0044 eV

natural (NBO) atomic charge list, values in e, 5 entries: atom 1 (C): -0.45, atom 2 (C): -0.48, atom 3 (C): -0.25, atom 4 (C): -0.03, atom 5 (C): 0.35

Density functional theory data (ωB97M-V with the def2-TZVPD basis set) for the ion C6H13N2O with charge +1 in a non-equilibrium geometry.

The geometry in ORCA input format:
```
! RIJCOSX wB97M-V def2-TZVPD def2/J DEFGRID3
* xyz 1 1
C 1.45967 2.28362 -0.21323
C 1.96839 1.40287 -1.00055
N 2.04507 -0.04851 -0.65049
C 1.48797 -0.93235 0.16974
N 2.16368 -2.06087 0.35099
O 0.32424 -0.90737 0.76199
C -0.71339 -0.10837 0.35435
C -2.12740 -0.77784 0.10464
C -3.19875 0.21654 0.25856
H 1.51362 3.28318 -0.52638
H 0.79883 2.02572 0.70280
H 2.53388 1.59364 -1.91481
H 2.91497 -0.34348 -1.03247
H 3.09931 -2.36960 0.17932
H 1.87907 -2.59741 1.20295
H -0.56160 0.27333 -0.60648
H -0.69091 0.67446 1.16581
H -2.12216 -1.24514 -0.92808
H -2.35647 -1.71049 0.85220
H -2.90272 1.08997 -0.27241
H -3.49888 0.40800 1.26166
H -4.01641 -0.14990 -0.22011
*
```

Structure (SMILES) = C=CNC(=[NH2+])OCCC
DFT total energy = -420.85588 Ha
Relative energy (zero: lowest compared OMol25 entry of this formula, charge and spin) = 2.642 eV
Frontier orbital gap = 10.9154 eV

natural (NBO) atomic charge list, values in e, 5 entries: atom 1 (C): -0.37, atom 2 (C): -0.04, atom 3 (N): -0.58, atom 4 (C): 0.83, atom 5 (N): -0.77

Question: Which of these has the highest DFT total energy?
Answer: C6H13N2

Question: Look up the DFT total energy of the first one.
Answer: -345.46148 Ha

Question: relative energy (zero: lowest compared OMol25 entry of this formula, charge and spin) of number 2 (C6H13N2O)?
Answer: 2.642 eV

Question: What is the formula in the first record?
Answer: C6H13N2